one.
2 unconnected molecules or ions with the total composition C4H12O3, computed with the ωB97M-V functional and the def2-TZVPD basis.

The calculation puts the HOMO energy at -10.2 eV. The calculation puts the HOMO-LUMO gap at 10.98 eV. The SMILES is C[C@@H](O)CCO.O. Its spin multiplicity is 1.

Cartesian coordinates (Å):
C 1.085 -0.201 -0.587
H -0.213 -0.308 1.900
H 1.587 -1.005 -0.057
H 1.153 -2.258 -3.055
H -0.365 -2.468 -3.162
C -0.378 -0.226 -0.219
H 0.950 1.695 1.697
O -0.849 2.440 2.414
H -0.974 0.361 -0.941
H 1.269 -0.327 -1.658
H -0.127 2.320 0.438
O 0.478 -2.939 -3.097
H -1.721 -1.633 0.004
H -1.719 0.404 1.360
O -0.794 -1.581 -0.262
H 1.579 0.731 -0.337
C -0.099 1.780 1.399
C -0.652 0.369 1.159
H -0.211 2.846 3.006

two.
2 unconnected molecules or ions with the total composition C4H12O3, computed with the ωB97M-V functional and the def2-TZVPD basis.

The calculation puts the HOMO energy at -10.4 eV. The calculation puts the HOMO-LUMO gap at 11.14 eV. The SMILES is C[C@H](O)CCO.O. Its spin multiplicity is 1.

Cartesian coordinates (Å):
H 1.182 0.156 -1.217
H 1.525 1.729 -0.472
H 0.506 1.214 1.554
H -1.099 1.913 -0.043
O 2.587 0.151 0.294
H -2.238 -0.484 1.447
O -1.296 0.093 -1.003
C -2.205 0.582 1.202
C 0.276 0.500 0.755
H 3.254 0.830 0.182
O 0.280 -2.472 -1.074
C -1.105 0.845 0.215
H -2.248 0.066 -1.153
H -2.013 1.127 2.127
H -3.172 0.903 0.820
C 1.375 0.660 -0.280
H 1.068 -2.323 -0.533
H -0.372 -1.903 -0.623
H 0.285 -0.482 1.227

three.
2 unconnected molecules or ions with the total composition C4H12O3, computed with the ωB97M-V functional and the def2-TZVPD basis.

The calculation puts the HOMO energy at -10.4 eV. The calculation puts the HOMO-LUMO gap at 11.29 eV. The SMILES is CCOCOC.O. Its spin multiplicity is 1.

Cartesian coordinates (Å):
H -2.374 -3.866 0.087
H 1.017 0.153 0.399
H -2.234 -4.969 -2.025
H -0.534 0.965 0.018
O 0.773 -5.545 -2.269
H -3.780 -4.079 -1.864
C -0.243 -2.343 0.432
H 1.501 -5.111 -2.769
O -0.722 -2.806 -0.810
H 0.080 -0.338 -1.047
H 0.244 -4.799 -1.904
C 0.000 0.000 0.000
H -2.755 -2.283 -0.651
H -0.579 -2.974 1.277
O -0.752 -1.065 0.703
C -2.686 -3.966 -1.946
H 0.861 -2.413 0.378
C -2.162 -3.209 -0.778
H -2.458 -3.404 -2.867

four.
4 unconnected molecules or ions with the total composition C4H12O3, computed with the ωB97M-V functional and the def2-TZVPD basis.

The calculation puts the HOMO energy at -7.3 eV. The calculation puts the HOMO-LUMO gap at 3.23 eV. Its spin multiplicity is 1.

Cartesian coordinates (Å):
H 0.706 -2.057 -3.162
H -0.144 -0.407 -0.661
H 1.436 1.175 0.278
C 0.545 -0.814 -1.435
O -0.390 -0.500 1.543
H 3.204 1.254 -0.388
H -0.925 -2.032 -2.205
H 2.682 0.045 0.744
O -2.072 0.975 2.488
C 2.279 0.617 -0.122
H -2.533 0.738 3.182
H -3.460 1.357 -0.144
C 0.127 -1.808 -2.253
H -1.108 0.034 2.099
H 0.226 -0.745 2.199
H 2.563 -0.585 -1.993
H -2.474 1.417 1.120
C 1.848 -0.163 -1.348
O -2.510 1.497 0.059

Relative to the most stable one, in hartree, the structures come out at one 0.0076; two 0.0000; three 0.0307; four 0.2063.

one.
2 unconnected molecules or ions with the total composition C4H12O3, computed with the ωB97M-V functional and the def2-TZVPD basis.

The calculation puts the HOMO energy at -10.0 eV. The calculation puts the HOMO-LUMO gap at 10.52 eV. The SMILES is OCCCCO.O. Its spin multiplicity is 1.

Cartesian coordinates (Å):
H 0.396 1.363 -1.156
H 2.687 -0.780 -0.050
H 0.835 1.268 1.128
H -4.156 -2.576 -0.978
H 3.295 0.572 1.715
O 3.602 0.787 0.810
H -1.773 1.247 1.440
C 1.131 0.445 0.449
H -2.958 -2.247 -0.040
O -1.784 1.529 0.502
H 2.748 0.702 -1.047
C 0.136 0.414 -0.649
H 1.034 -0.505 1.009
H 0.395 -0.416 -1.335
H -1.497 -0.512 0.471
O -3.256 -2.180 -0.975
H -2.034 0.202 -1.078
C 2.587 0.322 -0.020
C -1.387 0.366 -0.195

two.
3 unconnected molecules or ions with the total composition C4H12O3, computed with the ωB97M-V functional and the def2-TZVPD basis.

The calculation puts the HOMO energy at -9.1 eV. The calculation puts the HOMO-LUMO gap at 9.61 eV. The SMILES is C/C=C/CO.O.O. Its spin multiplicity is 1.

Cartesian coordinates (Å):
C 1.067 -1.015 0.148
H -1.695 -0.681 1.067
H -4.443 1.896 2.505
H -3.898 3.325 2.874
H 0.177 -1.693 3.088
H 1.262 0.473 1.568
C 0.854 -0.523 1.402
H 2.598 -0.088 -5.655
H -0.388 -0.055 2.932
O -1.427 -1.367 1.648
H 0.937 0.573 -5.730
O -4.152 2.490 3.192
H 2.187 -0.928 -1.564
O 1.660 -0.033 -6.114
C -0.148 -0.924 2.303
H 0.735 0.046 -1.738
C 1.537 -0.174 -1.136
H 0.881 -2.018 0.209
H 2.256 0.695 -0.998

Relative to the most stable one, in hartree, the structures come out at one 0.0000; two 0.0711.